Entry 1:
# C32H70N6O7

A 6-piece molecular cluster, C32H70N6O7 overall at a distorted geometry (ωB97M-V/def2-TZVPD, the Open Molecules 2025 dataset).

```
! wB97M-V def2-TZVPD RIJCOSX def2/J DEFGRID3
* xyz 4 1
N -23.24646 -19.70640 14.04229
O -23.11841 -19.26986 12.88042
O -23.68522 -20.86052 14.27625
O -22.82286 -18.94203 14.91922
C -19.98686 -18.73108 16.12272
C -19.09314 -17.79037 15.28909
O -18.99202 -16.64613 15.59902
N -18.26926 -18.38673 14.16921
H -17.42074 -17.82489 14.12138
H -17.89294 -19.32014 14.31150
C -19.04788 -18.24405 12.84877
H -20.35075 -19.63142 15.62382
H -20.93366 -18.22940 16.31562
H -19.44826 -19.05572 17.01263
H -18.25317 -18.15176 12.11028
H -19.67426 -17.35452 12.85384
H -19.67045 -19.10558 12.61665
C -26.59800 -18.17483 14.35861
C -27.20718 -17.18968 15.28622
O -26.68669 -16.57708 16.16926
N -28.75589 -17.00306 15.13691
H -28.88516 -16.03893 14.83975
H -29.08564 -17.61193 14.39488
C -29.54221 -17.25195 16.42980
H -27.17749 -19.07315 14.14827
H -25.76854 -18.58897 14.93764
H -26.09371 -17.71063 13.51174
H -30.61842 -17.12938 16.32989
H -29.18500 -16.56517 17.19539
H -29.22885 -18.25251 16.72284
C -25.62557 -14.48311 7.36833
C -24.69248 -14.79395 8.51821
C -25.36707 -14.21545 9.82236
C -24.67280 -14.72100 11.09947
C -24.93252 -16.26361 11.17107
C -24.25250 -17.03006 10.00214
N -24.60479 -16.34943 8.71375
O -24.12111 -16.98161 7.71477
C -24.81383 -18.43560 10.07807
C -22.70627 -17.06554 10.14422
C -23.33203 -14.16622 8.33775
H -26.56024 -15.04169 7.43464
H -25.20567 -14.75017 6.39830
H -25.90558 -13.43067 7.36817
H -26.41820 -14.50102 9.88643
H -25.33340 -13.13064 9.72828
H -25.10873 -14.15580 11.92236
H -23.62381 -14.44578 10.99501
H -25.98597 -16.53381 11.26619
H -24.56662 -16.67414 12.11448
H -25.84633 -18.23918 9.77868
H -24.69594 -18.88221 11.06278
H -24.48302 -19.07393 9.25843
H -22.13622 -16.13824 10.10673
H -22.31674 -17.71770 9.36209
H -22.45380 -17.50740 11.10901
H -22.93179 -14.53897 7.39237
H -22.60771 -14.31528 9.13510
H -23.39806 -13.10235 8.10848
C -24.89134 -24.07036 10.65002
C -24.60643 -23.05900 11.81321
C -24.50095 -23.99080 13.03297
C -23.09666 -24.66476 13.21050
C -21.99097 -23.63030 13.06898
C -21.99448 -22.78913 11.72830
N -23.38388 -22.25661 11.53485
O -23.46083 -21.46100 10.53525
C -21.55819 -23.67800 10.55367
C -21.05208 -21.56864 11.89660
C -25.83746 -22.14393 11.96957
H -24.84746 -23.51423 9.71197
H -25.87593 -24.53019 10.70718
H -24.15759 -24.87225 10.59415
H -25.21286 -24.81515 13.07019
H -24.74276 -23.44341 13.94582
H -22.77087 -25.47132 12.54981
H -22.94597 -25.19592 14.15118
H -21.02731 -24.13821 13.13626
H -21.91764 -22.94315 13.91410
H -22.18841 -24.52276 10.28420
H -20.54804 -24.07577 10.65643
H -21.42251 -23.08107 9.64936
H -21.18293 -20.80414 11.13093
H -20.00812 -21.85885 11.76871
H -21.11829 -21.08209 12.86937
H -25.85876 -21.66318 12.94959
H -26.75718 -22.72145 12.07750
H -26.07442 -21.39387 11.21650
C -24.29817 -23.33149 23.07833
C -24.05349 -22.67011 21.71598
C -23.17434 -23.40951 20.72059
N -22.96745 -22.58076 19.38532
C -24.18852 -22.67658 18.48663
C -22.79140 -21.05628 19.61778
C -21.95804 -20.45730 18.46486
C -21.51539 -21.66572 17.59482
C -21.78802 -22.88490 18.47196
H -24.87810 -22.70127 23.74971
H -23.29388 -23.55596 23.43834
H -24.88364 -24.24824 23.00792
H -23.70602 -21.64968 21.87532
H -25.00940 -22.53718 21.20192
H -23.50752 -24.39253 20.39084
H -22.18971 -23.53834 21.17301
H -24.17980 -22.10504 17.56116
H -25.01842 -22.28436 19.07712
H -24.52489 -23.70908 18.39316
H -23.75326 -20.60161 19.84143
H -22.14308 -20.96098 20.48854
H -22.53039 -19.75500 17.85844
H -21.15593 -19.86732 18.90570
H -21.95920 -21.58921 16.60140
H -20.45935 -21.51984 17.36551
H -21.90885 -23.85678 17.99659
H -20.92202 -22.95877 19.13165
*
```

Values from the calculation:
Gap between HOMO and LUMO: 6.0 eV
ΔE to the lowest compared entry with this formula, charge and spin: 0.0000 eV
DFT total energy: -57545.8802 eV

=====

Entry 2:
# C32H71BO14P

A 4-piece molecular cluster, C32H71BO14P overall at a distorted geometry (ωB97M-V/def2-TZVPD, the Open Molecules 2025 dataset).

```
! wB97M-V def2-TZVPD RIJCOSX def2/J DEFGRID3
* xyz -1 1
C 0.45459 -3.51625 0.33665
C 1.00462 -2.13814 -0.11503
P 2.78882 -2.26103 -0.65563
C 2.77399 -1.39246 -2.28990
C 4.03118 -1.73041 -3.10876
B 3.81541 -1.17105 0.63883
C 3.51049 0.44932 0.28687
C 3.78404 1.40349 1.44940
C 4.13274 2.83173 1.00449
O 5.08998 3.49305 1.87362
C 4.53480 4.31829 2.79017
C 3.48543 3.75019 3.72000
O 4.89616 5.47821 2.89368
C 5.42987 -1.40979 0.49505
C 5.97041 -2.62289 1.24892
C 6.60023 -3.68852 0.38964
O 6.65966 -3.72406 -0.81836
O 7.19008 -4.70743 1.12595
C 3.23236 -1.43280 2.14468
O 2.90205 -2.81626 2.39250
C 2.25960 -3.01050 3.63312
H 0.25255 -3.52345 1.40387
H -0.44147 -3.79057 -0.21317
H 1.22872 -4.26142 0.17741
H 0.95133 -1.48943 0.75951
H 0.38931 -1.70258 -0.89756
H 1.90710 -1.69748 -2.87458
H 2.71819 -0.30163 -2.22145
H 3.87580 -1.50633 -4.16330
H 4.88952 -1.16059 -2.76795
H 4.23615 -2.79323 -3.00675
H 2.46858 0.51663 -0.03670
H 4.13509 0.73647 -0.56413
H 4.61530 1.04707 2.05536
H 2.88596 1.46755 2.06078
H 3.22984 3.43857 0.96206
H 4.58517 2.78641 0.02197
H 2.51621 4.13732 3.42312
H 3.48447 2.66900 3.74715
H 3.72169 4.12914 4.70802
H 5.67270 -1.52584 -0.56049
H 5.95053 -0.50574 0.81730
H 6.75171 -2.31418 1.94612
H 5.20483 -3.11155 1.85699
H 6.65814 -4.82155 1.91540
H 3.97396 -1.11374 2.88756
H 2.30997 -0.85985 2.29263
H 1.17938 -3.06308 3.48093
H 2.59947 -3.94157 4.08367
H 2.49651 -2.19491 4.31519
C 0.32755 4.15127 0.15056
O -0.70781 3.28356 0.55239
C -0.29361 1.93388 0.73320
C -0.88464 1.32991 1.98762
O -0.35728 1.84062 3.20533
C -0.66894 3.16034 3.60360
C -2.10364 3.39351 4.02439
O -2.98656 3.37083 2.91751
C -4.22006 2.73113 3.15064
H 0.54204 4.05094 -0.91914
H 0.00017 5.17281 0.34753
H 1.24666 3.97215 0.71947
H 0.79783 1.85306 0.77172
H -0.64441 1.35642 -0.13043
H -0.61244 0.27190 1.98873
H -1.97570 1.37230 1.97700
H -0.36166 3.89007 2.85168
H -0.05129 3.33171 4.48976
H -2.16392 4.38517 4.49423
H -2.39035 2.64311 4.76893
H -4.09712 1.81421 3.73590
H -4.63568 2.46618 2.17833
H -4.91546 3.40679 3.66384
C -5.18967 7.07105 2.06953
O -4.99018 6.81453 0.69968
C -4.52782 5.50001 0.41778
C -5.23157 4.88860 -0.77165
O -6.59559 4.55060 -0.56243
C -7.56020 5.58190 -0.46848
C -7.85768 6.31431 -1.75933
O -6.79637 7.16652 -2.14992
C -6.52423 7.16754 -3.53298
H -4.24167 7.27184 2.58132
H -5.82522 7.95308 2.15258
H -5.69727 6.23658 2.56611
H -4.65024 4.84910 1.28770
H -3.45698 5.55681 0.19025
H -4.73746 3.93419 -0.96754
H -5.10535 5.50169 -1.66588
H -7.32241 6.28305 0.33379
H -8.48198 5.06704 -0.18428
H -8.75313 6.93116 -1.60144
H -8.07997 5.58282 -2.54367
H -6.55685 6.15542 -3.94957
H -5.51769 7.56160 -3.66857
H -7.23097 7.80650 -4.07482
C 2.15505 -5.54606 -3.24916
O 0.89534 -5.88916 -3.80488
C 0.96613 -6.66420 -4.98086
C -0.05103 -7.78521 -4.98259
O 0.20345 -8.83057 -4.05855
C 0.01718 -8.58243 -2.67374
C -1.42133 -8.43164 -2.22906
O -1.99318 -7.21063 -2.66187
C -3.32719 -7.30992 -3.09846
H 2.60707 -4.70620 -3.78533
H 2.00010 -5.24541 -2.21443
H 2.84052 -6.40054 -3.25790
H 1.96850 -7.08582 -5.11332
H 0.75343 -6.01380 -5.84181
H 0.00681 -8.26418 -5.96419
H -1.06567 -7.39617 -4.87625
H 0.62321 -7.74239 -2.33277
H 0.40220 -9.47948 -2.18174
H -1.43901 -8.44955 -1.13116
H -2.00346 -9.28493 -2.59582
H -3.48385 -8.20229 -3.71517
H -3.53914 -6.43077 -3.70648
H -4.02158 -7.32859 -2.25030
*
```

Values from the calculation:
Gap between HOMO and LUMO: 5.7 eV
DFT total energy: -72961.3922 eV

=====

Number 1: lowest unoccupied orbital energy -11.56 eV. Number 2: lowest unoccupied orbital energy 2.06 eV.